1.
{"formula": "C40H32CaN8O3S3", "method": "ωB97M-V/def2-TZVPD", "elements": ["Ca", "C", "C", "O", "C", "C", "C", "N", "N", "C", "O", "C", "C", "C", "C", "C", "C", "H", "H", "H", "H", "H", "H", "H", "H", "H", "H", "H", "H", "C", "C", "N", "N", "C", "S", "S", "C", "C", "C", "C", "C", "C", "C", "C", "C", "C", "C", "C", "C", "O", "H", "H", "H", "H", "H", "H", "H", "H", "H", "H", "H", "H", "H", "H", "S", "N", "C", "C", "C", "C", "C", "N", "C", "C", "N", "C", "C", "C", "C", "C", "N", "H", "H", "H", "H", "H", "H"], "coordinates": [[1.316, 0.676, 0.186], [4.775, 1.642, -1.808], [4.120, 0.905, -0.640], [3.283, 1.534, 0.039], [4.519, -0.421, -0.435], [3.798, -1.331, 0.350], [4.309, -2.742, 0.549], [2.663, -0.969, 0.880], [1.977, -1.878, 1.598], [0.885, -1.351, 2.129], [0.610, -0.127, 2.151], [-0.049, -2.314, 2.757], [0.052, -3.692, 2.579], [-0.902, -4.530, 3.125], [-1.963, -4.012, 3.855], [-2.062, -2.641, 4.043], [-1.115, -1.802, 3.492], [4.622, 2.711, -1.688], [4.260, 1.322, -2.710], [5.834, 1.413, -1.900], [5.373, -0.792, -0.992], [5.294, -2.881, 0.112], [3.609, -3.444, 0.098], [4.342, -2.952, 1.619], [0.870, -4.078, 1.991], [-0.839, -5.601, 2.969], [-2.717, -4.675, 4.267], [-2.889, -2.228, 4.605], [-1.185, -0.727, 3.582], [-1.898, -2.405, -1.499], [-0.590, -1.704, -1.179], [-0.594, -0.683, -0.391], [-1.738, -0.460, 0.273], [-2.230, 0.678, 0.568], [-1.963, 2.226, -0.018], [-3.642, 0.519, 1.721], [-4.199, -1.173, 1.318], [-5.050, -1.250, 0.089], [-4.891, -0.360, -0.969], [-5.647, -0.492, -2.120], [-6.577, -1.511, -2.234], [-6.753, -2.393, -1.182], [-5.994, -2.264, -0.033], [0.640, -2.206, -1.761], [0.751, -3.558, -2.080], [1.890, -4.095, -2.649], [2.958, -3.256, -2.947], [2.874, -1.918, -2.666], [1.748, -1.330, -2.021], [1.721, -0.092, -1.753], [-2.666, -1.657, -1.693], [-2.223, -2.988, -0.638], [-1.813, -3.052, -2.367], [-4.721, -1.563, 2.192], [-3.266, -1.727, 1.170], [-4.177, 0.445, -0.890], [-5.502, 0.206, -2.933], [-7.164, -1.616, -3.137], [-7.485, -3.187, -1.260], [-6.132, -2.961, 0.783], [-0.063, -4.229, -1.843], [1.949, -5.156, -2.861], [3.856, -3.663, -3.407], [3.705, -1.260, -2.880], [1.045, 8.614, 0.138], [1.133, 7.549, 1.391], [1.064, 6.320, 0.882], [1.078, 5.103, 1.625], [1.112, 5.062, 3.023], [1.079, 3.841, 3.653], [1.040, 2.682, 2.865], [1.023, 2.701, 1.558], [1.028, 3.871, 0.921], [0.952, 3.852, -0.516], [0.904, 2.665, -1.118], [0.822, 2.611, -2.422], [0.762, 3.748, -3.238], [0.791, 4.988, -2.642], [0.896, 5.065, -1.250], [0.953, 6.302, -0.540], [0.925, 7.516, -1.084], [1.151, 5.995, 3.570], [1.086, 3.768, 4.733], [1.010, 1.699, 3.312], [0.814, 1.615, -2.842], [0.692, 3.647, -4.314], [0.737, 5.905, -3.213]], "homo_lumo_gap_ev": 4.03, "charge": -2, "de_lowest_kj_mol": 123.7, "e_homo_ev": -0.7}

***

2.
{"formula": "C35H47BrFN4O6Os", "method": "ωB97M-V/def2-TZVPD", "elements": ["Os", "C", "C", "N", "C", "C", "C", "O", "O", "C", "O", "C", "C", "C", "F", "C", "C", "C", "N", "C", "C", "N", "C", "C", "H", "H", "H", "H", "H", "H", "H", "H", "H", "H", "H", "H", "H", "H", "H", "H", "H", "H", "C", "C", "C", "C", "C", "C", "C", "Br", "C", "O", "C", "C", "C", "C", "C", "C", "H", "H", "H", "H", "H", "H", "H", "H", "H", "H", "H", "H", "H", "H", "H", "H", "H", "H", "H", "H", "O", "C", "O", "C", "N", "C", "C", "C", "H", "H", "H", "H", "H", "H", "H", "H", "H"], "coordinates": [[0.280, -2.038, -1.081], [5.118, 3.966, -2.453], [4.671, 3.467, -1.082], [3.489, 2.612, -1.155], [3.668, 1.301, -1.308], [2.665, 0.361, -1.261], [3.095, -1.069, -1.580], [4.224, -1.262, -1.965], [2.209, -1.996, -1.458], [1.342, 0.770, -0.947], [0.360, -0.004, -0.697], [1.130, 2.202, -0.946], [-0.168, 2.720, -0.861], [-0.407, 4.060, -0.987], [-1.685, 4.468, -0.908], [0.635, 5.000, -1.190], [1.927, 4.475, -1.214], [2.204, 3.109, -1.097], [0.425, 6.347, -1.409], [-0.901, 6.877, -1.709], [-0.806, 8.370, -2.034], [0.437, 8.637, -2.799], [1.638, 8.412, -1.940], [1.313, 7.356, -0.872], [5.986, 4.609, -2.339], [4.333, 4.524, -2.958], [5.405, 3.131, -3.087], [4.460, 4.297, -0.406], [5.483, 2.882, -0.645], [4.676, 0.943, -1.478], [-0.994, 2.048, -0.692], [2.753, 5.147, -1.366], [-1.603, 6.759, -0.875], [-1.301, 6.327, -2.567], [-0.785, 8.971, -1.124], [-1.680, 8.665, -2.613], [0.450, 9.599, -3.159], [0.463, 8.006, -3.610], [1.904, 9.348, -1.447], [2.475, 8.108, -2.571], [0.840, 7.839, -0.008], [2.237, 6.909, -0.515], [-4.634, -3.890, 5.143], [-4.578, -2.630, 4.257], [-5.823, -2.607, 3.374], [-4.604, -1.393, 5.184], [-3.302, -2.595, 3.466], [-3.304, -2.438, 2.066], [-2.119, -2.350, 1.399], [-2.128, -2.128, -0.527], [-0.822, -2.398, 2.011], [0.232, -2.317, 1.335], [-0.839, -2.542, 3.464], [-2.052, -2.662, 4.102], [0.476, -2.558, 4.209], [0.271, -2.651, 5.723], [1.284, -1.284, 3.903], [1.290, -3.785, 3.755], [-5.566, -3.881, 5.701], [-3.821, -3.930, 5.860], [-4.606, -4.786, 4.528], [-6.712, -2.648, 3.996], [-5.849, -3.466, 2.710], [-5.882, -1.697, 2.784], [-5.502, -1.429, 5.793], [-4.616, -0.477, 4.597], [-3.746, -1.373, 5.848], [-4.224, -2.391, 1.509], [-2.053, -2.809, 5.170], [-0.317, -1.814, 6.092], [1.235, -2.629, 6.222], [-0.215, -3.586, 5.991], [0.704, -0.392, 4.133], [1.588, -1.261, 2.860], [2.182, -1.277, 4.515], [0.719, -4.696, 3.919], [2.207, -3.842, 4.337], [1.555, -3.701, 2.705], [-1.743, -4.682, -2.106], [-0.756, -4.430, -2.748], [0.202, -3.629, -2.408], [-0.515, -5.012, -4.168], [0.863, -4.709, -4.636], [1.024, -5.522, -5.865], [0.306, -6.839, -5.540], [-0.593, -6.532, -4.321], [-1.225, -4.518, -4.843], [1.522, -5.015, -3.906], [1.021, -3.708, -4.782], [2.078, -5.650, -6.110], [0.530, -4.997, -6.685], [1.016, -7.629, -5.308], [-0.274, -7.172, -6.398], [-0.226, -7.032, -3.424], [-1.617, -6.858, -4.475]], "homo_lumo_gap_ev": [7.75, 6.72], "charge": 3, "de_lowest_kj_mol": 80.3, "multiplicity": 5, "s2": 6.038, "e_homo_ev": [-14.8, -15.5]}

***

3.
{"formula": "C8H12B3F12KO6", "method": "ωB97M-V/def2-TZVPD", "elements": ["K", "B", "F", "F", "F", "F", "B", "F", "F", "F", "F", "B", "F", "F", "F", "F", "C", "C", "C", "O", "C", "O", "O", "H", "H", "H", "H", "H", "H", "C", "C", "C", "O", "C", "O", "O", "H", "H", "H", "H", "H", "H"], "coordinates": [[1.675, 0.078, 0.612], [3.264, -3.216, -0.372], [3.546, -1.938, 0.175], [3.679, -4.232, 0.516], [1.864, -3.256, -0.609], [3.961, -3.419, -1.580], [0.071, -1.405, 3.392], [0.799, -1.077, 4.545], [-0.865, -0.396, 3.095], [0.967, -1.571, 2.319], [-0.575, -2.662, 3.616], [4.747, 0.678, 3.151], [5.914, 0.735, 2.340], [4.137, 1.977, 3.132], [3.818, -0.233, 2.617], [5.140, 0.299, 4.443], [-2.987, 4.931, 2.341], [-2.721, 4.407, 0.940], [-1.519, 5.013, 0.215], [-0.604, 3.932, 0.148], [-1.257, 2.774, 0.384], [-0.787, 1.697, 0.216], [-2.451, 3.013, 0.978], [-2.109, 4.805, 2.980], [-3.812, 4.402, 2.818], [-3.239, 5.994, 2.354], [-3.622, 4.590, 0.346], [-1.056, 5.844, 0.748], [-1.855, 5.398, -0.751], [-0.603, -4.375, -3.783], [-0.778, -2.875, -3.988], [-2.208, -2.374, -3.733], [-2.027, -1.358, -2.754], [-0.740, -1.313, -2.347], [-0.359, -0.653, -1.452], [0.006, -2.239, -2.979], [-1.244, -5.014, -4.392], [-0.741, -4.652, -2.739], [0.444, -4.584, -4.017], [-0.397, -2.574, -4.964], [-2.844, -3.142, -3.293], [-2.633, -2.011, -4.669]], "homo_lumo_gap_ev": 8.64, "charge": -2, "de_lowest_kj_mol": 189.1, "e_homo_ev": -5.2}

***

4.
{"formula": "C4H6CsLiO4", "method": "ωB97M-V/def2-TZVPD", "elements": ["O", "C", "O", "Cs", "O", "C", "H", "H", "O", "C", "Li", "H", "C", "H", "H", "H"], "coordinates": [[1.208, 2.334, 0.285], [1.982, 1.283, 0.541], [1.604, 0.166, -0.101], [-0.881, -1.599, -1.108], [2.755, 1.290, 1.453], [0.033, 2.258, -0.505], [-0.161, 3.274, -0.867], [0.179, 1.610, -1.379], [-1.501, 0.633, 0.361], [-1.142, 1.804, 0.335], [-2.569, -0.237, 1.852], [-1.670, 2.570, 0.925], [2.504, -0.959, 0.023], [2.682, -1.240, 1.065], [3.441, -0.698, -0.475], [2.011, -1.792, -0.491]], "homo_lumo_gap_ev": 9.03, "charge": 2, "e_homo_ev": -17.4}

***

5.
{"formula": "C3H11AlF4N2S", "method": "ωB97M-V/def2-TZVPD", "elements": ["N", "C", "C", "C", "N", "S", "H", "H", "H", "H", "H", "H", "H", "H", "H", "H", "H", "F", "Al", "F", "F", "F"], "coordinates": [[3.410, 0.964, 1.170], [2.116, 1.022, 0.389], [0.888, 1.813, 1.136], [-0.448, 1.607, 0.158], [-1.675, 1.133, 0.905], [-2.342, -0.323, 0.207], [4.121, 0.545, 0.498], [3.297, 0.235, 1.909], [1.738, -0.062, 0.157], [2.342, 1.621, -0.619], [0.699, 1.504, 2.249], [1.146, 2.976, 1.112], [-0.176, 0.764, -0.638], [-0.593, 2.603, -0.440], [-1.461, 0.933, 1.919], [-2.404, 1.886, 0.818], [-2.138, -1.430, 1.069], [-1.682, -5.061, -3.391], [-1.704, -3.558, -2.399], [-2.493, -3.896, -0.816], [-2.626, -2.279, -3.269], [-0.015, -2.998, -2.121]], "homo_lumo_gap_ev": 8.95, "e_homo_ev": -10.6}